Here is C16H15N2O9P2ReS5Sb as an isolated structure from OMol25. Energies are from wB97M-V/def2-TZVPD.

XYZ file:
```
51
Properties=species:S:1:pos:R:3
Re -0.70212 -0.57508 1.64800
S -2.99489 -3.13955 5.54412
Sb -1.92308 -1.30496 4.79474
S 0.07810 -1.81886 3.48957
S -2.77165 -0.41790 2.69988
S -1.45662 0.34336 6.28631
O -0.14963 -4.64000 0.43864
P 0.22566 -3.16297 -0.07316
O 0.45505 -3.12290 -1.52462
O -0.87882 -2.29341 0.54594
O 1.58323 -2.88287 0.76105
P 2.36458 -1.44822 0.75314
O 3.01478 -1.47156 2.21307
O 3.41813 -1.33610 -0.25988
O 1.21664 -0.42130 0.74181
H 0.41718 -5.26913 -0.01856
H 2.32408 -1.59917 2.88970
C 0.95412 -2.22176 -5.41107
C 0.14885 -1.54151 -4.33475
C -1.08014 -2.04506 -3.93913
C -1.80774 -1.44120 -2.92377
C -1.30942 -0.29714 -2.32442
C -0.07965 0.22724 -2.70602
C 0.64298 -0.40354 -3.69956
S -2.29236 0.51088 -1.09822
O -3.24755 -0.45141 -0.64196
O -2.76664 1.74326 -1.67988
N -1.26012 0.83968 0.12596
C -0.64514 2.09917 0.26574
C -0.59652 3.14226 -0.63879
C 0.06363 4.34944 -0.33172
C 0.66925 4.55651 0.87071
C 0.63106 3.52368 1.83373
C 1.20925 3.65507 3.11776
C 1.11492 2.64041 4.01305
C 0.46686 1.44927 3.63735
N -0.06290 1.28956 2.44742
C -0.01208 2.31264 1.52922
H 0.65083 -3.26303 -5.52612
H 2.01841 -2.20419 -5.17119
H 0.82207 -1.72491 -6.37671
H -1.44804 -2.96359 -4.38429
H -2.73786 -1.86073 -2.56624
H 0.33242 1.08865 -2.19805
H 1.62445 -0.02705 -3.96499
H -1.09413 3.04042 -1.58743
H 0.07778 5.13366 -1.08009
H 1.17325 5.48727 1.10343
H 1.71933 4.57840 3.37106
H 1.52763 2.71033 5.00968
H 0.37255 0.62792 4.32956
```

- Net charge: -2
- Energy: -119679.5421 eV
- Orbital gap (spin up / spin down): 0.2492 / 0.2451 Ha
- Expectation value of S²: 3.774
- Multiplicity: 4
- HOMO energy (spin up / spin down): -2.5 / -2.8 eV
- LUMO energy (spin up / spin down): 4.24 / 3.90 eV
- Relative energy (zero: lowest compared OMol25 entry of this formula, charge and spin): 0.000 eV

=====

Here is a 3-piece molecular cluster, C18H39NOP overall in a non-equilibrium geometry from OMol25. Energies are from wB97M-V/def2-TZVPD.

XYZ file:
```
60
Properties=species:S:1:pos:R:3
C 0.49226 -3.86382 -1.38936
C 0.16423 -2.72992 -1.59983
C -0.29083 -1.35456 -1.84979
C -1.43667 -1.40775 -2.90074
C -2.20318 -0.07321 -3.10451
N -3.52502 -0.33154 -3.65452
P -4.79932 -0.15364 -2.63606
C -5.66911 -1.82656 -2.77031
O -4.25973 -0.18569 -1.00519
H 0.57932 -4.92192 -1.36832
H -0.69394 -0.88544 -0.95096
H 0.58534 -0.82873 -2.23475
H -0.95165 -1.62954 -3.85909
H -2.10240 -2.24879 -2.71952
H -2.19252 0.56550 -2.20589
H -1.63694 0.47430 -3.87955
H -5.45278 -2.27608 -3.74109
H -5.22940 -2.46991 -1.99400
H -6.74355 -1.73783 -2.59428
H -5.02704 0.11440 -0.51057
C 1.69474 3.62791 -0.98392
C 2.02500 2.29224 -1.64273
C 2.60077 1.26258 -0.67237
C 3.92937 1.65203 -0.02237
C 5.06310 1.95415 -1.00109
C 5.44767 0.76089 -1.87047
H 2.58620 4.11076 -0.57763
H 1.25243 4.31283 -1.70902
H 0.97838 3.49308 -0.17088
H 2.71326 2.45492 -2.47756
H 1.11013 1.88160 -2.07741
H 2.71561 0.31052 -1.19797
H 1.86906 1.07858 0.12090
H 4.24106 0.83776 0.64028
H 3.77880 2.52197 0.62405
H 5.94016 2.26781 -0.42689
H 4.79708 2.80196 -1.63854
H 5.75241 -0.08717 -1.25360
H 6.28380 1.01735 -2.52396
H 4.62058 0.44119 -2.50535
C -2.16173 -1.98172 1.84070
C -2.35212 -0.72544 2.68211
C -1.17262 0.24201 2.59361
C 0.16034 -0.31128 3.10067
C 0.15080 -0.79526 4.54968
C -0.16085 0.30778 5.55667
H -1.30541 -2.56867 2.18090
H -3.04133 -2.62416 1.89998
H -2.00766 -1.72284 0.79252
H -2.54220 -1.00361 3.72438
H -3.24893 -0.20558 2.33621
H -1.42247 1.15612 3.14170
H -1.04498 0.54503 1.54971
H 0.92226 0.46910 2.99336
H 0.48212 -1.13332 2.45520
H 1.13538 -1.21300 4.78027
H -0.56353 -1.61415 4.66989
H 0.56400 1.12134 5.47860
H -0.11913 -0.08108 6.57626
H -1.15807 0.72261 5.40364
```

- Net charge: -1
- Energy: -32124.0033 eV
- Orbital gap: 0.1680 Ha
- Multiplicity: 1
- HOMO energy: -1.9 eV
- LUMO energy: 2.64 eV

=====

Here is C20H52ClN3O3Ti as an isolated structure in a non-equilibrium geometry from OMol25. Energies are from wB97M-V/def2-TZVPD.

XYZ file:
```
80
Properties=species:S:1:pos:R:3
Ti 1.62615 -2.03363 -2.15821
Cl 0.15864 -0.31642 -0.95379
C 3.76151 3.30289 2.09225
C 4.04077 2.39515 3.30480
N 4.60175 0.97449 3.01067
C 5.91569 1.06394 2.29000
C 4.72546 0.13597 4.33269
C 5.21882 -1.31409 4.25384
C 3.65612 0.30041 1.97757
C 2.11810 0.13303 2.38908
O 1.88935 -0.36994 3.65536
C 0.45948 -0.48217 4.02070
H 4.61199 3.45824 1.42844
H 3.69217 4.30017 2.52668
H 2.85690 3.04512 1.54150
H 3.25834 2.10161 4.00461
H 4.90118 2.82967 3.81371
H 6.66798 1.48462 2.95722
H 5.91052 1.65244 1.37254
H 6.25659 0.03003 2.23588
H 3.69493 0.16663 4.68646
H 5.32026 0.82022 4.93777
H 6.25341 -1.39830 3.92124
H 4.52587 -1.86747 3.62005
H 5.17683 -1.88635 5.18059
H 4.13580 -0.67508 1.89741
H 3.64230 0.84723 1.03476
H 1.65725 -0.43272 1.57935
H 1.71231 1.14275 2.32672
H -0.10720 -1.17061 3.39378
H -0.12853 0.42779 4.14034
H 0.44760 -0.89892 5.02781
C -2.52008 -3.23815 1.77841
C -2.17513 -2.92208 0.29467
N -3.44651 -2.98020 -0.54354
C -3.17106 -2.57517 -2.05929
C -3.98913 -4.47014 -0.68886
C -2.95700 -5.62170 -0.72112
C -4.49701 -1.89149 -0.08355
C -4.21481 -0.40811 -0.09329
O -4.43532 0.27046 -1.29052
C -5.79264 0.38382 -1.77602
H -1.63057 -3.33404 2.40105
H -3.02267 -4.18836 1.95897
H -3.17361 -2.47885 2.20790
H -1.44416 -3.67177 -0.00822
H -1.62831 -1.98814 0.16487
H -2.72873 -1.57920 -2.03718
H -4.16927 -2.62484 -2.49428
H -2.47033 -3.32378 -2.42899
H -4.57605 -4.51007 -1.60648
H -4.68779 -4.71463 0.11126
H -2.48691 -5.64315 -1.70430
H -3.57639 -6.51574 -0.64923
H -2.25295 -5.64942 0.11053
H -4.82859 -2.24088 0.89424
H -5.41626 -2.07993 -0.63813
H -3.18649 -0.18666 0.19241
H -4.91771 0.06504 0.59239
H -6.32063 -0.54046 -2.01061
H -5.72514 1.02941 -2.65166
H -6.29611 0.91876 -0.97076
C 1.50511 2.96194 -2.63710
C 0.26919 3.46684 -3.32700
C 0.28711 3.49320 -4.93823
O -0.84859 4.27493 -5.29419
C -1.24108 4.01916 -6.65191
N -0.92283 2.54910 -2.81276
H -1.16678 2.65439 -1.83834
H -1.70012 2.68030 -3.44420
H -0.53890 1.62960 -2.97773
H 1.85644 1.97111 -2.92504
H 1.62001 2.97587 -1.55326
H 2.33843 3.59522 -2.94147
H 0.11701 4.50059 -3.01669
H 0.30562 2.52597 -5.44044
H 1.21265 4.02718 -5.15351
H -2.26116 4.38025 -6.78283
H -1.19662 2.95837 -6.89862
H -0.55610 4.27906 -7.45897
```

- Net charge: +3
- Energy: -67804.2872 eV
- Orbital gap (spin up / spin down): 0.2555 / 0.3268 Ha
- Expectation value of S²: 3.752
- Multiplicity: 4
- HOMO energy (spin up / spin down): -14.7 / -16.7 eV
- LUMO energy (spin up / spin down): -7.79 / -7.85 eV
- Relative energy (zero: lowest compared OMol25 entry of this formula, charge and spin): 1.010 eV

=====

Here is a 2-piece molecular cluster, C4H8N2O overall in a non-equilibrium geometry from OMol25. Energies are from wB97M-V/def2-TZVPD.

XYZ file:
```
15
Properties=species:S:1:pos:R:3
N -2.81114 1.96491 -0.61077
C -1.78036 1.52730 -0.31626
C -0.49042 1.01270 0.04818
C 0.42764 0.62066 -0.83515
C 1.72507 0.04119 -0.34886
O 1.48869 -0.98246 0.61812
H -0.29801 0.97679 1.11031
H 0.24914 0.74386 -1.89413
H 2.29423 0.85317 0.11873
H 2.31039 -0.35582 -1.18759
H 2.30853 -1.11032 1.11052
N -1.38010 -1.09107 0.57572
H -0.64023 -1.43785 1.17519
H -2.29179 -1.44518 0.81283
H -1.11164 -1.31787 -0.37684
```

- Net charge: 0
- Energy: -9303.6525 eV
- Structure (SMILES): N#C/C=C/CO.N
- Orbital gap: 0.3443 Ha
- Multiplicity: 1
- HOMO energy: -8.9 eV
- LUMO energy: 0.43 eV
- Relative energy (zero: lowest compared OMol25 entry of this formula, charge and spin): 2.741 eV

=====

Here is a 3-piece molecular cluster, C38H66I2N4O8P overall in a non-equilibrium geometry from OMol25. Energies are from wB97M-V/def2-TZVPD.

XYZ file:
```
119
Properties=species:S:1:pos:R:3
C -4.35785 0.08002 -0.68502
C -3.04088 -0.34164 -1.50762
C -3.38658 -0.95935 -2.93722
C -2.80533 -0.14767 -4.16237
C -1.27421 -0.50479 -4.51293
C -1.06879 -2.00469 -4.93344
C 0.31883 -2.69872 -4.59943
C 1.38889 -1.85373 -3.85554
C 2.65329 -1.37608 -4.57046
O 2.76951 -1.77491 -5.92331
C 3.27315 -3.06090 -5.95122
N 3.85288 -4.03477 -5.73399
C 3.72045 -0.57687 -3.96515
P 5.30966 0.03644 -4.73823
O 6.51238 -0.62985 -3.70527
I 5.79830 -0.91972 -6.92250
C 3.50016 -0.19287 -2.50995
C 4.47779 0.67524 -1.73793
C 4.23096 1.03822 -0.32893
C 5.28778 1.91911 0.45885
I 6.43036 3.24156 -0.83044
C 6.31199 0.98938 1.27745
C 5.63113 0.29846 2.53404
N 3.05850 0.56524 0.32949
O 2.76612 0.80592 1.62463
C 2.21372 2.12244 1.86141
C 1.28131 2.69400 0.73158
C 0.33054 3.81210 1.34890
O 1.97382 3.26772 -0.38371
C 2.15627 -0.25105 -0.34356
C 2.29775 -0.65200 -1.75231
C 1.26021 -1.49745 -2.43551
C 0.00650 -1.98022 -1.63159
C 0.27528 -3.37098 -0.90891
C 1.58587 -3.42873 -0.02270
C 1.87187 -4.98252 0.29003
C 3.29440 -5.01777 1.02394
O 3.22529 -5.81404 2.24359
C 4.36094 -6.67284 2.19960
C 5.63904 -6.18969 2.98104
O 4.27278 -7.70334 1.58725
H -4.14713 -0.17712 0.39762
H -5.18599 -0.60193 -1.03397
H -4.60812 1.16788 -0.78770
H -2.59245 -1.18814 -0.89874
H -2.29503 0.51134 -1.56828
H -3.12767 -2.05276 -2.92183
H -4.51732 -0.91125 -3.02991
H -2.75936 0.93723 -3.82118
H -3.46495 -0.14590 -5.07337
H -1.02892 0.14726 -5.40665
H -0.67920 -0.13668 -3.63692
H -1.88898 -2.67327 -4.52489
H -1.20450 -2.05464 -6.05874
H 0.10717 -3.60877 -3.95474
H 0.73205 -3.12582 -5.56163
H 6.07214 -1.07498 -2.94828
H 5.39902 0.99849 -2.27771
H 4.80739 2.57633 1.23019
H 7.08170 1.70864 1.69371
H 6.86049 0.26472 0.61937
H 5.17623 -0.71004 2.29736
H 4.81357 0.96326 2.94804
H 6.34609 0.12569 3.38714
H 1.56997 2.03286 2.79042
H 2.97247 2.92192 2.10844
H 0.58944 1.84267 0.42236
H 0.95866 4.61632 1.83595
H -0.27459 4.34008 0.54968
H -0.40293 3.41316 2.09761
H 1.65240 4.18554 -0.43356
H 1.25580 -0.61326 0.21675
H -0.87193 -2.13371 -2.32762
H -0.30397 -1.17551 -0.91329
H -0.59623 -3.53937 -0.20080
H 0.25600 -4.23137 -1.63414
H 1.40821 -2.94234 0.98778
H 2.51295 -3.05327 -0.53507
H 1.08952 -5.40599 0.97592
H 1.94693 -5.50347 -0.70117
H 4.08624 -5.44071 0.32885
H 3.64771 -3.96679 1.26434
H 6.03050 -7.03395 3.60727
H 5.41867 -5.26470 3.58761
H 6.39393 -5.87443 2.20232
C -2.95560 9.47367 2.72361
C -3.10470 8.07071 3.30446
C -1.77720 7.29314 3.37852
O -1.33489 6.76565 2.13205
C -0.63091 7.69046 1.31997
N -4.11770 7.34167 2.53254
H -2.81544 9.46666 1.64171
H -3.85258 10.06322 2.92421
H -2.10833 9.99660 3.17476
H -3.47296 8.18396 4.32911
H -1.93390 6.42254 4.02342
H -0.98591 7.88910 3.84974
H -0.02465 8.38111 1.91219
H -1.32523 8.24267 0.68440
H 0.03343 7.12338 0.66373
H -4.28146 6.44058 2.97673
H -3.69753 7.09512 1.63738
C -7.52590 -3.74964 3.12740
C -7.25117 -2.25275 3.01889
C -6.49597 -1.85901 1.73556
O -5.10251 -2.14597 1.76266
C -4.77180 -3.48217 1.42566
N -6.53915 -1.81135 4.22373
H -6.63455 -4.32141 3.38965
H -8.26770 -3.94254 3.90526
H -7.92133 -4.14458 2.18797
H -8.22238 -1.74829 2.99264
H -6.56672 -0.77204 1.62460
H -6.96363 -2.29246 0.84265
H -5.43988 -3.89260 0.66346
H -4.77958 -4.11167 2.31734
H -3.75321 -3.48606 1.03067
H -6.43816 -0.79903 4.19128
H -5.58090 -2.15058 4.15092
```

- Net charge: +1
- Energy: -88292.5280 eV
- Orbital gap: 0.2320 Ha
- Multiplicity: 1
- HOMO energy: -10.8 eV
- LUMO energy: -4.48 eV